Molecular formula: C44H35BiClIN10O6S2
Method: DFT, ωB97M-V/def2-TZVPD

- Relative energy (zero: lowest compared OMol25 entry of this formula, charge and spin): 45.93 kcal per mole
- Spin multiplicity: 1
- Calculated total energy: -121516.301 eV
- F_max: 0.018 hartree/bohr
- Net charge: -2

XYZ file:
```
100
Properties=species:S:1:pos:R:3:forces:R:3:lowdin_charge:R:1
C -3.5909 1.7074 2.7579 0.12 0.00 -0.27 -0.314
N 2.2132 0.8824 -1.8048 0.16 0.13 0.09 0.061
H -6.5692 0.5807 -0.7678 0.04 -0.01 -0.06 0.102
H 0.4905 -2.5630 5.2492 0.06 0.08 -0.01 0.100
C -4.0735 1.4891 -1.0348 -0.24 -0.21 0.31 -0.169
C -1.4919 -1.3860 1.4318 0.27 0.04 0.20 -1.135
N -0.5180 -0.5122 1.3788 0.11 -0.02 0.06 -0.078
H -4.9844 1.7269 -1.5634 0.06 -0.27 -0.02 0.054
C 1.1116 -5.3881 0.8153 -0.03 0.13 -0.08 -0.050
H -6.7947 1.2397 2.6263 0.03 0.06 -0.11 0.093
C -6.7291 1.3414 0.0062 -0.03 0.02 -0.04 -0.242
C -3.3127 1.0826 -3.2772 -0.19 0.12 -0.03 -0.397
C -1.2683 2.1897 -0.0007 -0.14 -0.07 0.47 -0.368
H 2.4370 -1.0640 5.6752 -0.04 0.01 -0.03 0.088
C 0.1566 -5.4878 -2.1867 -0.21 0.21 -0.06 -0.580
H 1.6085 1.0841 2.0385 -0.04 -0.07 0.06 0.103
C 2.6306 -3.0962 1.1895 -0.11 0.14 0.00 -0.077
H -1.8674 1.5596 -6.3616 -0.05 0.03 0.03 0.075
H 4.9496 3.1427 5.4915 -0.02 -0.01 -0.01 0.101
C 1.8272 -0.9273 4.7888 -0.03 -0.07 0.04 -0.118
C -0.9761 -5.9560 -4.4038 0.21 -0.21 0.26 -0.540
O -7.0567 2.5934 -0.6534 -0.07 -0.11 0.01 -0.102
O -1.9004 2.1377 1.2644 0.17 -0.12 -0.21 -0.193
H -2.2964 -4.6249 -4.8840 0.16 0.07 -0.17 0.067
N 7.2147 1.6776 1.7397 0.33 -0.16 0.46 0.063
C 0.7463 -1.7674 4.5572 -0.03 -0.02 -0.06 -0.109
H 3.1938 4.0385 4.0115 0.03 0.00 0.03 0.111
N -0.3395 -3.3500 -1.7843 -0.19 0.11 0.13 0.159
Bi -1.1517 0.2036 -1.1851 -0.61 -0.05 0.68 1.400
C 2.1302 0.0962 3.8898 0.00 0.00 -0.08 -0.106
H 2.4779 4.0249 -2.0381 -0.02 -0.02 0.04 0.088
C 3.2067 -0.0720 -1.8933 -0.08 0.05 0.02 -0.126
H 5.9636 2.7364 -1.5477 0.14 0.06 -0.05 0.134
H 1.9980 -6.0894 2.6298 0.01 0.06 -0.06 0.098
O -0.3949 -7.0129 -4.5767 -0.03 0.20 0.02 0.012
C 5.0576 3.0309 4.4204 0.08 -0.06 0.16 -0.095
C 1.7689 -3.1845 0.1069 0.09 0.02 -0.10 -0.011
H -1.8410 1.1358 3.9007 -0.01 0.06 -0.02 0.064
C 0.3053 -0.5619 2.4802 -0.14 -0.23 0.01 -0.331
C -0.6284 -5.0691 -3.2389 0.00 0.12 0.04 -0.051
C -3.2297 1.7432 1.4228 -0.13 -0.13 0.27 -0.202
C 1.0543 -4.3538 -0.1142 -0.04 -0.07 -0.06 -0.184
N 6.8870 1.8317 0.5249 -0.12 0.06 -0.37 0.048
N -4.8438 1.4885 3.2165 -0.11 0.00 0.07 0.031
C -4.9323 0.8789 -5.1124 0.06 0.00 -0.01 -0.107
C -1.7919 -2.6833 -3.6652 -0.45 0.48 -0.31 -0.576
O -1.7107 -1.4665 -3.4294 0.44 -0.75 0.37 -0.123
O -1.9343 -5.5611 -5.1938 -0.45 0.67 0.10 0.094
H -3.0414 2.1245 4.7676 0.01 -0.04 -0.02 0.059
C -4.6185 0.8281 -3.7675 0.03 -0.03 -0.05 -0.026
H -4.2136 1.2193 -7.1275 0.01 -0.07 0.04 0.081
N 5.7149 2.4996 0.4544 -0.24 0.01 -0.44 -0.052
C 4.0579 3.5529 3.5773 -0.06 -0.01 -0.12 -0.081
H -5.3769 0.5322 -3.0533 0.02 0.09 -0.04 0.099
H 1.6337 -2.3596 -0.5787 0.07 0.03 -0.02 0.093
H 0.4829 -6.2561 0.7048 -0.01 -0.10 -0.10 0.092
C 6.1544 2.3722 3.9171 0.01 -0.05 0.14 -0.019
H 2.3070 3.7596 -0.2936 -0.04 0.03 0.01 0.057
O -2.5836 -3.1965 -4.5059 0.21 -0.71 -0.06 -0.010
H 1.0568 3.1921 -1.4021 0.03 -0.01 0.00 0.021
Cl 0.9319 -6.9937 -1.9788 0.08 0.09 0.27 0.773
H 3.4258 -4.0778 2.9264 -0.10 0.01 -0.05 0.099
H -1.9477 2.8581 3.5562 -0.03 -0.06 0.05 0.066
H -1.7590 2.9306 -0.6410 0.08 -0.12 -0.18 0.052
C -0.9205 -3.6952 -2.9108 0.01 -0.05 -0.30 -0.109
C -5.5534 1.4325 0.9076 -0.05 0.13 0.15 -0.200
S -1.4253 -2.4250 2.8631 0.03 0.04 -0.06 0.994
C 1.9615 -5.2797 1.9082 -0.06 -0.07 -0.01 -0.090
C 5.1363 2.7542 -0.8463 -0.14 -0.15 -0.10 -0.076
C 2.7972 1.9920 -1.4267 0.06 -0.19 -0.05 -0.361
C 2.1292 3.3214 -1.2760 0.13 -0.13 -0.04 -0.025
H -6.2530 3.1240 -0.6247 0.03 -0.03 0.01 0.063
H 2.9704 0.7486 4.0929 0.03 0.04 -0.01 0.077
N 4.1470 1.7927 -1.2590 0.08 -0.03 0.18 -0.030
S -2.7042 -1.5071 0.2508 -0.06 0.04 0.02 0.575
C 2.7444 -4.1493 2.0846 0.06 -0.01 0.08 -0.099
C 4.1348 3.4400 2.2085 -0.13 0.08 0.04 -0.002
H 3.3565 3.8428 1.5773 -0.01 -0.03 -0.05 0.095
H -5.9543 0.6768 -5.4194 0.06 -0.01 0.03 0.093
H -0.2472 2.5286 0.2254 -0.10 -0.07 -0.01 0.027
C -3.9659 1.1592 -6.0743 0.04 0.04 0.06 -0.133
C 1.3770 0.2886 2.7420 0.15 0.05 -0.11 -0.021
H 6.9180 1.9533 4.5595 -0.01 0.03 -0.01 0.111
N 0.2733 -4.4513 -1.3085 0.35 -0.28 0.13 -0.074
H -7.6101 1.0546 0.5847 -0.04 0.08 -0.01 0.099
C -2.5412 1.9750 3.8102 -0.02 -0.02 -0.05 -0.043
I -0.3634 1.7502 -3.7332 -0.17 0.35 -0.79 0.950
H 3.2078 -2.1918 1.3360 -0.05 0.03 0.03 0.103
N -3.0108 1.1393 -1.9432 0.31 0.25 -0.05 -0.259
H 5.4060 0.0530 -1.4858 -0.14 0.06 -0.01 0.110
C -0.0081 -1.5744 3.4082 -0.07 0.03 -0.01 -0.490
C -2.3699 1.3543 -4.2978 0.17 0.01 0.17 -0.594
H 4.6812 3.7384 -0.8524 -0.04 0.13 0.04 0.132
C -5.7760 1.3920 2.2636 0.30 -0.03 0.15 -0.174
C 6.2447 2.2479 2.5308 -0.17 0.11 0.02 -0.236
C 4.4095 0.4646 -1.5597 -0.05 0.07 0.04 -0.060
C -4.2022 1.5288 0.3639 0.43 0.27 -0.77 -0.163
C 5.2555 2.7798 1.7034 0.20 -0.09 0.04 -0.162
H 2.9884 -1.0817 -2.2090 -0.01 0.09 0.06 0.101
C -2.6592 1.3715 -5.6460 -0.11 -0.02 0.01 -0.193
```
Positions in Å, forces in eV/Å.